Here is C7H12N2 in the gas phase from the Open Molecules 2025 dataset. Energies are from ωB97M-V/def2-TZVPD.

Each line ends with the natural charge from an NBO analysis.
Positions of all 21 atoms, in Å:
C: 1.44465 -0.55353 0.25152  0.40
H: 2.93404 -0.96710 -0.77015  0.37
N: 2.64510 -0.50915 0.10372  -0.61
H: -1.72429 2.03780 0.93132  0.22
H: -0.90586 -2.62140 0.53620  0.21
H: -1.42660 0.87770 2.25041  0.21
H: -0.08004 -0.65008 -2.43373  0.22
H: -1.33271 0.61616 -2.47159  0.23
H: 0.26544 0.94744 -3.12862  0.23
H: -0.10984 1.85225 1.63137  0.21
C: -0.26679 0.42080 -2.33419  -0.68
H: 1.12287 2.20014 0.06703  0.34
N: 0.81464 2.01144 -0.89076  -0.63
H: -1.68173 -0.22145 -0.02817  0.21
C: 0.23680 -0.82598 0.74109  -0.22
C: 0.15700 0.90619 -0.96796  0.34
C: -1.01161 1.31186 1.33398  -0.61
H: 0.62205 -2.84131 1.41049  0.23
C: -0.21571 -2.15656 1.24835  -0.61
H: -0.74980 -2.04943 2.19869  0.22
C: -0.73762 0.21423 0.32103  -0.26

The relative energy (zero: lowest compared OMol25 entry of this formula, charge and spin) comes out at 2.340 eV. The calculation puts the molecular weight at 124.19 g mol⁻¹. The SMILES is [H]/N=C(/C)[C@H](C)C(C)=C=N. The calculation puts the electronic energy at -383.33721 Eh.

Here is a gas-phase ion, C5H4NO2 (charge -1) from the Open Molecules 2025 dataset. Energies are from ωB97M-V/def2-TZVPD.

Each line ends with the natural charge from an NBO analysis.
Positions of all 12 atoms, in Å:
H: 1.06818 1.09380 1.16106  0.24
N: -1.25573 -2.57820 0.23690  -0.42
C: -0.80059 -1.52167 0.14549  0.33
C: 1.02595 0.11482 0.70186  -0.40
H: 1.48598 -0.83832 -1.26027  0.20
C: 1.06111 0.03573 -0.79042  -0.38
H: 1.55410 -0.65051 1.25980  0.20
O: -1.27641 1.84767 0.80724  -0.75
C: -1.41811 0.96247 -0.03044  0.80
O: -2.21924 0.80883 -0.94334  -0.74
H: 1.08224 0.94517 -1.36777  0.22
C: -0.30748 -0.21979 0.07988  -0.29

The relative energy (zero: lowest compared OMol25 entry of this formula, charge and spin) comes out at 0.000 eV. The calculation puts the molecular weight at 110.09 g mol⁻¹. As for the total charge: -1. The SMILES is N#CC1(C(=O)[O-])CC1. The calculation puts the electronic energy at -398.20182 Eh.

Here is 2 unconnected molecules or ions with the total composition C3H4F2N3 from the Open Molecules 2025 dataset. Energies are from ωB97M-V/def2-TZVPD.

Each line ends with the natural charge from an NBO analysis.
Positions of all 12 atoms, in Å:
H: -3.51054 0.94690 -0.08677  0.43
H: 3.97320 -0.74769 -0.05461  0.46
C: -1.82419 -0.03411 0.48235  0.38
H: -2.46329 0.47842 -1.38275  0.43
F: 1.95367 1.78911 0.00017  -0.21
C: 2.52478 0.67074 -0.02212  0.86
N: 3.61692 0.19723 -0.04049  -0.56
N: -0.78487 -0.70090 0.15815  -0.53
F: 0.84208 -2.17582 -0.21641  -0.30
N: -2.65231 0.51853 -0.39259  -0.71
H: -2.09275 0.01499 1.53201  0.23
C: 0.41731 -0.95742 0.02307  0.51

The relative energy (zero: lowest compared OMol25 entry of this formula, charge and spin) comes out at 1.239 eV. The calculation puts the molecular weight at 120.08 g mol⁻¹. As for the total charge: +1. The calculation puts the electronic energy at -480.31144 Eh.

Here is 14 unconnected molecules or ions with the total composition C21H60BO21 from the Open Molecules 2025 dataset. Energies are from ωB97M-V/def2-TZVPD.

Each line ends with the Mulliken charge.
Positions of all 103 atoms, in Å:
O: -4.71667 2.29016 1.40123  -0.67
H: -3.32567 1.42471 -0.00434  -0.13
C: -3.39391 3.61614 -0.02826  -1.27
C: -4.17987 -1.20489 -1.57770  -0.45
C: -0.25539 -2.03653 6.05714  0.37
H: 3.30756 0.66024 1.32486  -0.02
H: 0.55927 -0.77148 -5.73843  0.27
H: -3.50325 -0.54219 -5.77237  0.36
H: 2.24796 -1.73059 3.05003  -0.68
H: 3.57934 -1.09736 -4.87886  0.43
C: -0.20042 -1.76839 1.52950  1.10
H: 5.46691 0.48018 -0.82684  0.25
C: -3.78920 -0.85221 3.30569  -0.04
H: -1.06258 -3.38037 -0.28830  0.33
H: -2.77433 2.21035 1.55486  0.05
H: 0.68311 4.22132 2.61673  0.47
C: 4.01395 1.09601 0.61830  -0.52
H: 3.97877 -1.81862 2.92308  0.17
H: -3.01574 -0.09223 3.19479  0.06
C: 4.77594 0.01007 -0.12709  -0.04
O: 5.47758 -0.56629 0.88750  -0.53
H: 3.35497 1.68759 -0.01721  -0.05
C: 3.76729 -1.37117 -3.84069  -0.64
H: 5.13894 -2.25445 -2.66849  0.11
H: -0.39671 -4.72809 -0.46770  0.30
H: -4.64995 -0.22702 -1.68212  0.27
H: -2.42191 3.67900 -0.51751  0.25
C: -3.41272 2.27374 0.67365  0.80
H: -0.11394 2.06985 -5.73855  0.32
O: -1.08580 2.12109 -2.54884  -0.70
H: -4.02349 -2.94470 3.68408  0.48
O: 3.22914 -2.66513 4.62748  -0.62
H: 0.74310 -0.47451 5.42444  0.44
O: -3.02446 2.48107 -4.49082  -0.58
O: 0.31061 5.15382 -0.47838  -0.56
H: -3.12325 -1.10991 -1.82795  0.02
C: 5.06116 -2.05711 -3.73765  -0.33
O: 5.04453 -3.37356 -4.27820  -0.54
C: 0.05482 -0.42544 2.34035  -0.10
O: -1.07603 0.72047 -0.71416  0.06
O: -1.11380 -4.18789 -0.79969  -0.73
H: 0.00909 -2.70673 5.23923  0.04
H: -3.39106 0.93740 -6.70457  0.29
H: -4.18539 -0.65221 4.30125  0.36
H: -3.15877 -2.51058 2.21446  0.14
O: 0.48876 0.14027 -5.45561  -0.63
H: 0.77155 6.24643 1.08831  0.34
C: -3.17098 0.49518 -5.73291  -0.82
C: -3.29717 -2.24919 3.26356  -0.71
H: 0.19904 4.26043 -0.81155  0.27
H: -1.21084 -1.53723 5.89619  0.26
H: 4.19314 -0.68440 -0.73220  0.09
H: -4.29597 -1.44099 -0.51993  0.37
O: 0.09168 -0.40937 3.57409  -0.51
H: -3.99234 -2.61872 -2.69219  0.38
O: 1.86794 1.58316 -2.48875  -0.46
H: 0.76348 0.12906 -4.53875  0.22
C: -3.61418 1.21766 -4.44709  0.39
H: 3.07700 3.51010 -2.56396  0.30
H: 5.98027 -1.53691 -4.00733  0.33
H: -4.10226 3.80418 -0.83509  0.32
B: -0.00673 0.03772 0.04318  0.05
H: -3.20427 0.72055 -3.56791  -0.36
O: -0.31660 -2.89927 1.92359  -0.62
H: 0.06098 3.22216 1.40828  0.14
H: 2.25705 -4.31830 2.95700  0.27
H: -3.46590 4.40595 0.71947  0.35
H: 3.96535 -4.00612 2.34436  0.36
H: -4.92142 1.41313 1.73365  0.29
O: 0.91362 -1.14371 6.09130  -0.68
C: 2.96152 -3.61574 2.51176  -1.11
H: 3.68695 -0.46073 -3.24677  0.01
O: -0.24309 -1.40507 0.27342  -0.06
O: 0.04969 0.58637 1.43884  -0.26
H: -2.29280 2.55873 -3.87418  0.62
C: 3.10859 -2.34413 3.31643  1.04
O: 3.78256 3.71948 -3.17599  -0.65
C: 1.02876 1.09232 -1.68752  0.44
H: -4.67730 1.30627 -4.22345  0.29
H: -2.10533 0.30996 -5.59802  0.07
C: -0.53776 1.36163 -1.71719  0.19
H: 5.53930 -1.50256 0.68456  0.33
O: 1.29058 0.35764 -0.62016  -0.25
H: -2.36703 -2.36818 3.81923  -0.01
H: 4.63938 1.83671 1.11661  0.46
H: 0.79068 2.51806 -4.61042  0.31
H: 2.35859 -2.42281 4.95158  0.31
H: 0.32822 -3.76860 7.27467  0.29
H: -1.46622 -3.30524 7.20451  0.33
C: 0.72237 4.07899 1.53678  -0.81
H: -0.31510 -2.45602 8.16736  0.33
H: -5.69007 -1.02361 2.54412  0.24
H: -0.81230 5.46833 1.24972  0.16
C: 0.21165 5.32984 0.90265  -0.17
H: 2.55077 -3.34736 1.53844  0.24
O: 0.36230 2.83114 -5.40710  -0.68
H: 1.70600 3.78961 1.16687  0.19
H: 3.02640 -2.04614 -3.41221  0.36
C: -0.42512 -2.98277 7.21945  -1.26
H: 4.59957 -3.34287 -5.12830  0.30
H: 3.33332 3.98182 -3.97948  0.31
O: -4.84237 -0.60159 2.38633  -0.47
O: -4.74400 -2.05832 -2.48589  -0.58

The calculation puts the molecular weight at 659.50 g mol⁻¹. As for the total charge: -1. The calculation puts the electronic energy at -2441.19794 Eh.

Here is C4H9N3 in the gas phase from the Open Molecules 2025 dataset. Energies are from ωB97M-V/def2-TZVPD.

Each line ends with the natural charge from an NBO analysis.
Positions of all 16 atoms, in Å:
H: 0.03038 1.09765 2.23657  0.19
H: 1.23489 1.74783 0.36158  0.39
H: 0.25299 -2.83009 0.99334  0.22
C: -0.17915 -1.94080 0.53498  -0.66
H: 0.44272 -1.63291 -0.30198  0.22
C: -0.28382 -0.85510 1.55492  -0.21
C: -0.04308 0.96998 -1.01140  0.58
H: 0.23417 1.59952 -2.88108  0.40
C: 0.08432 0.41263 1.39868  -0.03
N: 0.59588 0.97536 0.22377  -0.66
N: -1.15145 0.44639 -1.32177  -0.77
H: 1.64624 1.63315 -1.94541  0.37
H: -1.16192 -2.21414 0.14946  0.22
H: -1.65288 0.03079 -0.54390  0.35
H: -0.68934 -1.14784 2.51476  0.21
N: 0.64002 1.70753 -1.96259  -0.83

The relative energy (zero: lowest compared OMol25 entry of this formula, charge and spin) comes out at 0.464 eV. The calculation puts the molecular weight at 99.14 g mol⁻¹. The SMILES is [H]/N=C(/N)N/C=C\C. The calculation puts the electronic energy at -322.07329 Eh.

Here is 4 unconnected molecules or ions with the total composition C28H34FN4O9P from the Open Molecules 2025 dataset. Energies are from ωB97M-V/def2-TZVPD.

Each line ends with the Mulliken charge.
Positions of all 77 atoms, in Å:
H: 3.29884 -0.29804 -8.38591  0.44
O: 4.94727 4.24891 -1.44380  -0.44
N: 1.32879 0.14626 -10.20391  0.99
H: 0.26261 1.15922 1.98135  -0.02
H: 1.34827 3.81115 -0.74485  0.39
C: 4.93961 4.49778 -0.12643  0.14
H: 1.18677 -2.10600 -11.71757  0.43
H: -0.94869 -1.47156 9.77664  0.39
C: -1.81726 -0.72471 11.59378  -0.50
H: -2.76535 1.00822 -3.79256  0.43
C: -4.09623 -2.20645 10.91743  -0.36
C: -2.93662 -0.71435 12.42749  -0.38
C: 3.74080 -3.33695 -9.84302  -0.35
H: -2.37545 1.42760 4.86590  0.31
H: 0.22570 -0.68919 -6.43869  0.50
C: -2.97394 -2.20892 10.07843  0.14
C: -2.24210 0.98246 -4.74592  -0.31
O: -1.45102 -0.85520 -2.87046  -0.57
C: -0.38108 0.24642 1.56874  -0.18
H: -2.20594 2.60162 -7.73997  0.39
H: -0.49072 -2.81174 5.28651  0.24
H: -0.51146 -1.07525 -0.28270  0.28
C: -1.22233 0.05335 -4.99410  -0.05
O: -4.04402 -3.58788 8.54902  -0.58
H: 2.51061 4.60827 2.06740  0.29
H: 4.36724 -4.22337 -9.75920  0.37
H: -4.93896 -1.44473 12.75080  0.36
N: -0.83205 -0.89530 -3.94423  0.99
C: -1.93316 1.88189 -6.97004  -0.60
H: -3.37801 2.62767 -5.55454  0.37
H: -2.13306 -2.30971 6.11773  0.25
C: -0.56412 0.02967 -6.23089  -0.28
O: -1.98238 -2.97029 8.12275  -0.62
C: 0.36722 -0.47320 0.25695  -0.56
H: -0.87443 1.83875 3.80387  0.26
C: -1.82427 1.15757 3.84185  -0.76
C: 3.93030 -2.26770 -8.96587  -0.54
C: 2.75353 -3.27547 -10.82773  -0.45
H: 5.54696 5.45168 0.24895  0.36
O: 4.19322 3.74237 0.89250  -0.30
C: -0.60452 -0.79723 2.81142  -0.41
H: 0.84736 3.33361 1.01342  0.29
H: -2.62211 1.40480 2.99269  0.26
P: 2.40759 1.59237 -0.00788  0.24
C: 1.95178 -2.13842 -10.94487  -0.31
C: -0.80038 -0.54834 5.21395  0.42
O: 0.45502 0.15517 -11.08376  -0.58
H: 0.04806 1.43614 -1.00559  0.25
C: 2.15130 -1.06199 -10.06951  0.05
C: -1.82900 -1.47398 10.41571  -0.19
O: -0.01531 0.38123 5.79113  -0.59
O: 0.09629 -1.67879 -4.18994  -0.59
H: -1.37770 0.70471 1.12720  0.25
F: 3.73134 1.53061 -1.17797  -0.36
O: 1.55777 1.08939 -9.43311  -0.58
C: -0.92514 0.94866 -7.21821  -0.06
H: 1.23597 0.23527 -1.84468  0.26
C: 2.87188 4.38788 0.96315  -0.41
H: -0.41805 0.94031 -8.18051  0.21
H: 0.43702 -1.02042 3.33925  0.26
H: -2.92481 -0.12411 13.34220  0.36
H: 4.69983 -2.32437 -8.19915  0.37
H: -0.92080 -1.83753 2.31939  0.18
N: -3.00184 -2.97822 8.82868  0.95
H: -0.42881 -1.93065 7.00511  0.16
C: -2.59241 1.89826 -5.73990  -0.44
H: -0.93586 -0.14565 11.86094  0.37
H: 1.21239 -1.23207 0.58399  0.32
H: 2.61089 -4.11347 -11.50668  0.36
C: 0.91986 0.66677 -0.79472  -0.47
C: -4.07163 -1.45556 12.09439  -0.43
C: 1.77616 3.37927 0.26749  -0.56
N: -1.55437 -0.32872 3.88898  0.07
H: -4.98959 -2.77619 10.67034  0.42
C: 3.13655 -1.12414 -9.07508  -0.19
C: -1.00248 -2.00381 5.97649  -0.63
H: 2.84263 5.43435 0.39990  0.27

The calculation puts the molecular weight at 620.57 g mol⁻¹. The SMILES is CC(=O)N(C)CCCCP(F)CCOC=O.O=[N+]([O-])c1ccccc1.O=[N+]([O-])c1ccccc1.O=[N+]([O-])c1ccccc1. The calculation puts the electronic energy at -2424.21069 Eh.

Here is a molecular structure, C17H23OSi from the Open Molecules 2025 dataset. Energies are from ωB97M-V/def2-TZVPD.

Each line ends with the natural charge from an NBO analysis.
Positions of all 42 atoms, in Å:
H: -5.04381 -0.06737 -1.97506  0.23
O: 1.92847 0.86372 -2.19857  -0.50
C: -2.99327 0.22415 -2.74427  0.04
C: -1.94736 -0.00099 3.98767  -0.18
C: -1.06415 -1.15763 -2.28790  -0.19
C: -2.17633 1.36738 -2.78106  -0.22
H: -0.97391 -0.07295 0.68518  0.21
C: -0.28813 -0.00061 -2.09609  -0.04
C: -4.51205 0.34163 -2.85330  -0.64
H: 3.74973 1.52062 -2.74737  0.22
C: -0.80188 1.25994 -2.50145  -0.18
C: 0.46184 -0.18591 3.77409  -0.13
H: 3.24304 1.25759 2.86883  0.29
H: -3.07471 -1.90746 -2.58481  0.23
C: -2.41845 -1.04168 -2.57304  -0.22
H: 3.03526 -2.01336 2.86910  0.29
C: -0.68848 -0.09591 4.58086  -0.21
H: -4.80674 1.39663 -2.97130  0.23
H: 1.43817 -0.25889 4.27254  0.21
H: 3.89232 1.13598 1.24140  0.25
H: 3.66181 -2.00121 1.23517  0.25
H: 2.09817 -2.74506 1.59434  0.26
H: -2.64479 2.35135 -2.95123  0.23
C: -0.88745 -0.08299 1.79550  -0.19
C: -2.05035 0.00549 2.59626  -0.20
C: 1.13959 -0.10906 -1.55950  0.11
C: 3.29728 0.56051 -2.52217  -0.25
H: 1.55993 -1.15820 -1.66187  0.20
H: -0.18334 2.16231 -2.50163  0.24
H: 2.44365 2.10109 1.56266  0.27
C: 2.75209 -1.90406 1.82787  -1.15
H: -2.84965 0.06812 4.58911  0.23
H: 1.31924 -0.14917 -0.37959  -0.01
H: 3.40239 -0.06767 -3.40292  0.20
H: -0.60490 -0.10008 5.66433  0.23
H: -3.04255 0.08049 2.10526  0.23
C: 0.38958 -0.18366 2.37542  -0.60
H: -0.61112 -2.13196 -2.10971  0.22
H: -4.84684 -0.22903 -3.73160  0.24
C: 2.96764 1.17869 1.82039  -1.16
H: 3.81530 0.08265 -1.68286  0.17
Si: 1.91481 -0.29343 1.37133  1.80

The relative energy (zero: lowest compared OMol25 entry of this formula, charge and spin) comes out at 0.550 eV. The calculation puts the molecular weight at 271.46 g mol⁻¹. As for the total charge: +1. The calculation puts the electronic energy at -1026.00191 Eh.

Here is C4H5NO in the gas phase from the Open Molecules 2025 dataset. Energies are from ωB97M-V/def2-TZVPD.

Each line ends with the natural charge from an NBO analysis.
Positions of all 11 atoms, in Å:
C: 0.18484 1.22773 -0.30849  -0.27
H: -2.07550 0.56478 -0.37848  0.27
C: -1.07937 0.83854 -0.20444  -0.22
C: -1.01831 -0.70327 0.28246  -0.09
H: -1.72952 -1.45120 -0.13931  0.19
H: -1.21978 -0.64368 1.36653  0.18
H: 0.68359 2.17577 -0.49601  0.25
O: 0.27919 -1.09916 -0.01232  -0.49
N: 2.30619 0.01235 -0.07194  -0.67
C: 1.04765 0.02623 -0.11031  0.51
H: 2.62102 -0.94808 0.07232  0.35

The relative energy (zero: lowest compared OMol25 entry of this formula, charge and spin) comes out at 2.668 eV. The calculation puts the molecular weight at 83.09 g mol⁻¹. The SMILES is [H]/N=C1/C=CCO1. The calculation puts the electronic energy at -285.31652 Eh.

Q: What is the formula in the eighth record?
A: C4H5NO